Formula: C34H19BrCl5INO3PV
Source: the Open Molecules 2025 dataset
Level of theory: ωB97M-V/def2-TZVPD

Computed properties:
- E_LUMO (alpha / beta): -0.1407 / -0.1275 Eh
- Calculated total energy: -8045.40764 hartree
- Relative energy (zero: lowest compared OMol25 entry of this formula, charge and spin): 0.842 eV
- E_HOMO (alpha / beta): -11.5 / -11.5 eV
- Expectation value of S²: 2.020
- Multiplicity: 3
- Charge: +1

Geometry as XYZ:
```
66
Properties=species:S:1:pos:R:3:forces:R:3
V 0.134194 0.222514 0.019188 -1.1294 0.8139 0.0198
I 1.380765 2.687690 -0.185227 -0.2219 -0.0326 -0.3987
C 1.313164 3.620837 1.674722 -0.0225 -0.0345 0.2450
C 2.452290 4.341856 1.895121 0.0301 0.1754 0.2740
C 2.555421 5.206082 3.004637 0.0856 -0.0886 -0.1653
C 1.480523 5.353861 3.816766 -0.1371 -0.0017 0.0717
C 0.286926 4.617082 3.601799 -0.0101 0.0567 0.0921
C -0.810695 4.869282 4.459826 0.0996 0.0301 -0.0069
C -1.985501 4.204994 4.308255 -0.0683 -0.0734 -0.0471
C -2.070006 3.201766 3.330322 -0.1325 0.0316 0.1198
C -1.033893 2.893971 2.483406 0.2442 0.0877 -0.2017
P -1.380608 1.365138 1.531746 -0.1929 0.1301 0.5742
C -1.730765 0.128745 2.816068 0.0273 -0.0275 -0.0212
C -2.991514 -0.102526 3.364196 -0.0390 0.0189 0.0020
C -3.151841 -1.056525 4.356791 0.0325 -0.0068 -0.0031
C -2.059065 -1.786173 4.809715 -0.0251 0.0094 -0.0092
C -0.801553 -1.561472 4.270222 -0.0168 0.0142 -0.0192
C -0.638913 -0.609306 3.273841 0.0166 -0.0467 0.0524
C -2.915505 1.693373 0.631879 0.0410 -0.0163 -0.0147
C -3.141692 2.962034 0.106523 -0.0157 0.0579 -0.0113
C -4.237529 3.188556 -0.712752 -0.0140 -0.0223 -0.0105
C -5.111159 2.151970 -1.011993 0.0259 0.0210 0.0109
C -4.883007 0.882224 -0.498156 0.0422 0.0031 0.0236
C -3.783665 0.648967 0.315653 -0.0218 -0.0427 -0.0870
C 0.179288 3.662262 2.546531 0.0962 -0.0058 -0.0632
H 3.281431 4.276376 1.204322 0.0004 -0.0149 0.0029
H 3.468673 5.760296 3.172360 -0.0132 -0.0143 -0.0160
H 1.509148 6.044329 4.650688 -0.0130 -0.0135 -0.0173
H -0.692852 5.617005 5.234667 0.0071 -0.0174 -0.0121
H -2.833188 4.410729 4.947155 0.0022 -0.0081 -0.0151
H -2.990631 2.635114 3.267989 -0.0047 -0.0147 0.0015
H -3.854559 0.450099 3.014297 0.0135 0.0101 0.0032
H -4.133463 -1.232035 4.776863 0.0084 -0.0035 -0.0063
H -2.191138 -2.533702 5.580901 0.0015 0.0136 -0.0057
H 0.052161 -2.127982 4.617299 -0.0056 0.0052 -0.0055
H 0.354216 -0.444638 2.867375 0.0080 0.0123 -0.0301
H -2.462663 3.776601 0.328362 -0.0082 -0.0090 0.0199
H -4.407102 4.176192 -1.120965 0.0006 -0.0083 0.0149
H -5.969807 2.333950 -1.645228 0.0198 -0.0079 0.0016
H -5.560596 0.070715 -0.730488 0.0086 0.0057 0.0048
H -3.605193 -0.350906 0.692801 -0.0052 0.0154 0.0318
Cl -3.502322 -3.093569 -4.973288 0.0137 0.0341 0.0171
C -2.754623 -1.956418 -3.932540 -0.0308 -0.0252 -0.0535
C -2.342635 -2.351254 -2.663425 0.0099 -0.0484 0.0859
Cl -2.559984 -3.950416 -2.092903 -0.0116 0.0064 -0.0384
C -1.745168 -1.403316 -1.853312 0.0571 -0.2564 0.3929
Cl -1.152987 -1.818416 -0.238423 -0.2201 -0.2832 -0.3871
C -1.545391 -0.087254 -2.230072 0.2769 0.3458 0.5898
O -0.977359 0.772198 -1.364736 0.2489 -0.2420 -0.9674
C -1.948882 0.295695 -3.502912 -0.1145 0.1279 -0.1829
Cl -1.686204 1.922118 -3.981148 -0.0113 -0.0508 0.0155
C -2.550435 -0.635015 -4.347810 -0.0265 0.0374 -0.0450
Cl -3.051794 -0.152096 -5.911159 0.0145 0.0004 0.0175
Br 2.618523 1.273168 -4.659795 -0.0487 0.0476 -0.0689
C 3.351256 0.221446 -3.286058 0.0454 -0.0186 0.0126
C 4.707049 -0.080286 -3.269859 0.1403 -0.1071 0.1053
N 5.263458 -0.825806 -2.317991 -0.2148 0.0891 -0.0399
C 4.483116 -1.291560 -1.344867 0.1781 -0.0606 -0.0946
C 3.126024 -1.020262 -1.272773 -0.0705 0.0813 -0.0218
C 2.547770 -0.252477 -2.271184 -0.0509 0.0263 0.0069
C 2.287818 -1.533712 -0.149081 -0.1486 0.4240 0.4757
O 2.131188 -2.686675 0.109260 0.0751 -0.0919 0.1987
O 1.686391 -0.512059 0.557025 1.1586 -1.0565 -0.4520
H 5.357972 0.289223 -4.053390 0.0051 -0.0136 0.0164
H 4.957932 -1.904464 -0.587414 0.0030 0.0119 -0.0086
H 1.480282 -0.040894 -2.302636 0.0078 0.0203 0.0269
```
Forces are in eV/Å.